1.
Entry from the Open Molecules 2025 dataset: a structure of composition C5H9N3 in a non-equilibrium geometry (ωB97M-V with the def2-TZVPD basis set).

ORCA input file:
```
! wB97M-V def2-TZVPD RIJCOSX def2/J DEFGRID3
* xyz 0 1
C -2.04715 0.46348 -0.49900
C 0.28628 -2.01852 0.42296
N -0.38939 1.67937 1.01834
C 1.16885 0.40141 -0.16510
C -0.77531 0.52116 0.27178
C 0.25944 -0.53688 0.19048
N 2.42957 0.44239 -0.49536
N 0.33273 1.44296 -0.17967
H -1.01489 2.46404 0.84313
H 3.05686 -0.33025 -0.30867
H 2.89718 1.33949 -0.56752
H -2.77568 -0.14955 0.04118
H -1.89311 0.01160 -1.48406
H -2.48683 1.45492 -0.64629
H -0.70328 -2.46967 0.32108
H 1.02995 -2.50762 -0.21214
H 0.62478 -2.20833 1.44888
*
```

Values from the calculation:
Frontier orbital gap = 0.297 Eh
HOMO energy = -7.09 eV
Largest force on an atom = 0.1245 Eh/bohr


2.
Entry from the Open Molecules 2025 dataset: a structure of composition C5H9N3 in a non-equilibrium geometry (ωB97M-V with the def2-TZVPD basis set).

ORCA input file:
```
! wB97M-V def2-TZVPD RIJCOSX def2/J DEFGRID3
* xyz 0 1
C -0.21123 0.37840 -1.33861
C -1.72169 0.51141 -1.14584
C 0.09841 -0.36646 0.47916
C 0.30508 0.86417 1.40080
C 1.28881 -1.26444 0.55432
N -2.12059 -0.38922 -0.00398
N -1.21984 -0.88398 0.67668
N 0.64864 0.69434 -2.19718
H -2.11944 1.48767 -0.80532
H -2.19757 0.07533 -2.05283
H 0.35555 0.30123 2.39333
H -0.58733 1.39024 1.34048
H 1.06801 1.52350 0.96567
H 1.45669 -1.47779 1.61609
H 2.34501 -0.91537 0.02396
H 1.06435 -2.21824 0.09796
H 1.54714 0.28921 -2.00469
*
```

Values from the calculation:
Frontier orbital gap = 0.338 Eh
HOMO energy = -8.39 eV
Largest force on an atom = 0.0975 Eh/bohr


3.
Entry from the Open Molecules 2025 dataset: an isolated molecule of C5H9N3 in a non-equilibrium geometry (ωB97M-V with the def2-TZVPD basis set).

ORCA input file:
```
! wB97M-V def2-TZVPD RIJCOSX def2/J DEFGRID3
* xyz 0 1
C 0.31811 -0.76112 1.15803
C -0.32956 1.54703 -0.84989
C 0.32984 0.11940 -0.88817
C 0.29128 -1.05325 -1.72771
C -0.26786 -0.96640 -0.13916
H -0.21098 -2.63305 2.15615
H 0.28623 0.70074 2.26854
H -0.35795 2.23159 1.06623
H -1.27327 1.49501 -1.42291
H 0.45258 2.37447 -1.24676
H 1.41958 0.15752 -0.23353
H -0.60018 -0.90429 -2.34768
H 1.04244 -1.85229 -1.85647
H -1.40126 -0.75985 -0.22291
N 0.33466 -1.61705 2.22855
N 0.47222 0.58033 1.35704
N -0.50588 1.34122 0.70065
*
```

Values from the calculation:
Frontier orbital gap = 0.331 Eh
SMILES string = [H]/N=C1/NNC[C@@H]2C[C@@H]12
HOMO energy = -8.10 eV
Largest force on an atom = 0.1600 Eh/bohr


4.
Entry from the Open Molecules 2025 dataset: an isolated molecule of C5H9N3 in a non-equilibrium geometry (ωB97M-V with the def2-TZVPD basis set).

ORCA input file:
```
! wB97M-V def2-TZVPD RIJCOSX def2/J DEFGRID3
* xyz 0 1
C -2.38397 0.08630 -0.52946
C -0.12436 -1.46179 0.18554
C 1.21280 -1.63956 -0.20833
C 1.84272 -0.33102 -0.15423
C 0.92294 0.60019 0.15838
H -1.63372 0.32727 -1.30660
H -3.52883 0.45891 -0.83311
H -2.51684 -0.98673 -0.70730
H -1.82583 0.28382 1.48689
H -1.03816 -2.09213 0.51310
H 1.72317 -2.68721 -0.06476
H 2.90679 -0.33764 -0.09085
H 2.11607 2.28142 -0.53137
H 0.49185 2.80212 0.32296
N -1.53197 0.48195 0.54693
N -0.32073 -0.11390 0.22746
N 1.06479 1.97844 -0.13158
*
```

Values from the calculation:
Frontier orbital gap = 0.304 Eh
SMILES string = CNn1cccc1N
HOMO energy = -7.31 eV
Largest force on an atom = 0.0923 Eh/bohr


5.
Entry from the Open Molecules 2025 dataset: an isolated molecule of C5H9N3 in a non-equilibrium geometry (ωB97M-V with the def2-TZVPD basis set).

ORCA input file:
```
! wB97M-V def2-TZVPD RIJCOSX def2/J DEFGRID3
* xyz 0 1
C 0.83521 -0.38418 2.75733
C -0.65181 -0.59603 -0.15329
C -1.68652 0.36580 -0.92261
C 0.78034 0.68931 -1.73192
C 0.74299 -0.47173 -0.56068
H 1.19568 0.75479 2.75823
H 0.88490 -0.85686 3.93722
H -1.22711 -1.33310 0.32076
H -2.20837 1.02412 0.08584
H -2.59929 -0.20767 -1.50475
H -0.99623 2.20944 -1.31282
H 1.20315 0.17623 -2.58917
H 1.29287 1.64105 -1.60386
H 1.31140 -1.41950 -0.55229
N 0.60208 -1.05665 1.73389
N 0.40735 -0.05673 0.76784
N -0.86347 1.16945 -1.91203
*
```

Values from the calculation:
Frontier orbital gap = 0.372 Eh
SMILES string = C=NN1[C@@H]2CNC[C@@H]21
HOMO energy = -9.08 eV
Largest force on an atom = 0.1248 Eh/bohr


6.
Entry from the Open Molecules 2025 dataset: an isolated molecule of C5H9N3 in a non-equilibrium geometry (ωB97M-V with the def2-TZVPD basis set).

ORCA input file:
```
! wB97M-V def2-TZVPD RIJCOSX def2/J DEFGRID3
* xyz 0 1
C -0.90823 -1.92550 -1.72503
C -0.07781 1.87727 1.50771
N -1.47425 0.53209 -0.04703
C 0.81182 0.03554 0.04406
C 0.01429 -0.87920 -1.33708
C -0.30507 0.77424 0.50168
N 1.93042 -0.33110 0.76844
N 0.99284 -0.17744 -1.50869
H -2.09173 1.34476 0.01963
H 2.77559 -0.51595 0.24291
H 1.91759 -0.69848 1.71254
H -1.50412 -2.22080 -0.85935
H -1.59879 -1.51588 -2.46600
H -0.37763 -2.78636 -2.13970
H -0.54155 2.80145 1.15038
H -0.54474 1.61432 2.46024
H 0.98137 2.07103 1.67530
*
```

Values from the calculation:
Frontier orbital gap = 0.292 Eh
SMILES string = [H]/N=C(\C)[C@]1(N)N=C1C
HOMO energy = -6.93 eV
Largest force on an atom = 0.0510 Eh/bohr


7.
Entry from the Open Molecules 2025 dataset: a structure of composition C5H9N3O2 in a non-equilibrium geometry (ωB97M-V with the def2-TZVPD basis set).

ORCA input file:
```
! wB97M-V def2-TZVPD RIJCOSX def2/J DEFGRID3
* xyz 0 1
O 2.55030 1.28843 -0.69730
N 2.38858 0.12311 0.01996
C 1.18558 -0.28005 0.04469
C 0.75781 -1.56870 0.70154
C -0.75280 -1.62421 0.40471
N -0.98332 -0.75513 -0.76171
C -0.01170 0.32967 -0.67223
C -0.57966 1.50845 0.07301
N -0.58646 2.02738 1.18720
H 3.44667 1.57484 -0.49803
H 1.28944 -2.41242 0.23908
H 0.98276 -1.57469 1.77596
H -1.11599 -2.63615 0.19454
H -1.32720 -1.23039 1.25593
H -0.84193 -1.26903 -1.62609
H 0.27067 0.69192 -1.67092
O -2.26899 2.07966 -0.29301
H -2.53580 1.23457 -0.72448
H -1.86796 2.49274 1.04715
*
```

Values from the calculation:
Frontier orbital gap = 0.359 Eh
HOMO energy = -9.12 eV
Largest force on an atom = 0.0837 Eh/bohr


8.
Entry from the Open Molecules 2025 dataset: an isolated molecule of C5H9N3O2S in a non-equilibrium geometry (ωB97M-V with the def2-TZVPD basis set).

ORCA input file:
```
! wB97M-V def2-TZVPD RIJCOSX def2/J DEFGRID3
* xyz 0 1
C 1.46093 -1.04210 0.40179
C 3.16765 0.14339 -0.81539
C -0.44588 0.19311 0.52936
C -0.58082 -2.28834 0.18631
C -2.49904 2.03824 0.14823
N 2.25949 -0.22164 -0.14088
N 0.08503 -1.01461 0.40189
N 4.03770 1.13366 -0.60543
O -2.06915 -0.05929 -1.38715
O -3.25628 -0.33342 0.74252
S -2.17593 0.31083 0.02082
H 2.00649 -1.82900 0.85345
H -1.57661 -2.24217 0.63278
H -0.51285 -2.57817 -0.92940
H -0.07945 -3.04531 0.74608
H -2.64063 2.33595 1.16013
H -1.79977 2.90088 -0.18287
H -3.41891 2.08257 -0.46344
H 4.43078 1.68211 -1.35548
H 3.60726 1.83332 0.05671
*
```

Values from the calculation:
Frontier orbital gap (spin up / spin down) = 0.282 / 0.282 Eh
HOMO energy (spin up / spin down) = -7.92 / -7.92 eV
Largest force on an atom = 0.0838 Eh/bohr